DFT (wB97M-V/def2-TZVPD) results for 4 unconnected molecules or ions with the total composition C3H16NO4 at a distorted geometry.

```
24
Properties=species:S:1:pos:R:3:forces:R:3:lowdin_charge:R:1
H -4.659 -1.441 0.015 -0.3 0.3 0.2 0.067
O -1.988 -1.078 -1.833 0.0 0.1 -0.3 -0.039
H -2.236 -0.960 -2.762 -0.1 -0.1 0.6 0.086
H 1.928 0.554 3.012 -0.2 0.2 0.2 0.090
H 0.533 1.618 3.070 0.1 0.4 -0.5 0.099
H 1.695 1.863 0.822 0.2 0.0 0.4 0.152
H -4.576 -2.697 -0.846 0.0 -0.1 0.0 0.078
N 2.131 -0.133 0.535 0.3 -1.1 1.0 0.180
H 0.305 -0.061 2.812 0.0 -0.2 -0.4 0.096
O 2.222 1.025 -1.876 0.3 0.0 -0.8 -0.045
C 0.960 0.769 2.540 0.6 -0.8 1.1 -0.039
C -0.047 0.853 0.162 0.1 -0.3 0.0 -0.176
O 0.134 -0.270 -0.688 -0.7 0.2 0.2 -0.126
H 2.745 0.964 -2.702 -0.5 0.1 0.6 0.096
C 1.206 0.923 1.074 -0.2 0.8 -1.1 -0.310
H -0.151 1.748 -0.456 0.1 0.2 0.3 0.128
O -4.037 -2.039 -0.394 0.1 -0.2 -0.1 -0.020
H -0.754 -0.520 -1.034 0.1 -0.3 -0.5 0.031
H -2.744 -1.396 -1.294 -0.2 0.0 -0.5 0.014
H 2.451 0.153 -0.406 -0.1 0.0 -0.3 0.103
H 1.304 0.769 -2.082 0.4 -0.1 0.0 0.061
H 1.588 -1.002 0.433 0.1 0.4 -0.3 0.167
H 2.932 -0.387 1.116 -0.1 0.6 0.2 0.174
H -0.941 0.745 0.783 0.0 0.0 -0.1 0.132
```
Forces are in eV/Å.

Properties
charge	+1
electronic energy	-13045.08303	eV
2S+1	1
relative energy (zero: lowest compared OMol25 entry of this formula, charge and spin)	0.054	eV
gap between HOMO and LUMO	11.545	eV

***

DFT (wB97M-V/def2-TZVPD) results for 4 unconnected molecules or ions with the total composition C3H16NO4 at a distorted geometry.

```
24
Properties=species:S:1:pos:R:3:forces:R:3:lowdin_charge:R:1
H -1.613 0.196 2.827 -0.3 -0.4 0.7 0.111
H -2.131 -0.187 -2.925 -0.1 -0.3 -1.1 0.059
O 1.370 3.343 -0.114 0.2 1.8 -0.4 -0.125
H -0.478 -3.318 -0.832 1.1 2.3 0.4 0.146
H 2.199 1.123 -1.000 -0.8 -3.7 -0.4 0.145
H 2.572 -0.354 -1.567 2.8 -1.4 -1.8 -0.005
H -0.975 0.583 -2.248 2.0 0.8 -0.8 0.022
C -1.005 -1.311 1.207 -1.4 -0.4 1.2 -0.113
N -0.461 -1.139 -0.219 -0.5 -2.0 1.4 -0.013
O -1.853 0.301 -2.170 -1.9 -0.4 1.8 0.010
H 1.090 3.827 0.720 0.7 -0.6 -1.8 0.071
C -1.088 0.068 1.911 2.6 -0.1 -3.8 -0.163
O 0.372 0.347 1.943 0.0 1.0 4.7 -0.157
H 0.701 0.436 2.984 -1.4 -0.3 -4.2 0.193
H -1.244 -0.935 -0.843 -0.2 0.4 -0.2 0.116
H 1.078 -2.693 0.006 -1.8 0.6 0.1 0.122
H 0.919 -2.204 -1.547 -2.1 0.1 0.7 0.112
H -1.524 0.748 1.095 0.4 -0.4 1.5 0.139
H 0.244 -0.433 -0.368 0.7 1.0 0.6 0.091
C 0.200 -2.371 -0.654 2.8 -3.2 -1.5 -0.069
H -2.006 -1.766 1.104 0.3 0.2 -0.3 0.135
H 1.650 4.028 -0.817 -0.8 -1.4 2.1 0.087
O 1.927 0.092 -1.116 -2.3 5.3 2.3 -0.059
H -0.428 -2.060 1.820 -0.1 1.0 -1.0 0.145
```
Forces are in eV/Å.

Properties
charge	+1
electronic energy	-13042.80098	eV
2S+1	1
relative energy (zero: lowest compared OMol25 entry of this formula, charge and spin)	2.336	eV
gap between HOMO and LUMO	11.392	eV

***

DFT (wB97M-V/def2-TZVPD) results for 5 unconnected molecules or ions with the total composition C3H16O5 at a distorted geometry.

```
24
Properties=species:S:1:pos:R:3:forces:R:3:lowdin_charge:R:1
H -2.857 3.463 0.301 0.0 -0.2 0.0 0.062
H 1.215 -2.291 -2.678 -0.1 0.1 -0.1 0.083
O -0.716 -3.099 2.231 0.0 0.0 -0.2 -0.055
H -0.055 -3.484 1.645 -0.1 0.0 0.1 0.026
H -0.822 3.032 2.334 0.0 -0.1 0.0 0.013
H -1.460 -0.391 0.300 0.1 0.4 0.1 0.024
H 2.157 -0.767 -2.819 -0.2 0.0 -0.1 0.085
H -1.108 -2.376 1.723 0.0 0.0 0.2 0.009
H 2.698 0.237 0.037 0.0 -0.8 -0.1 0.081
O -0.278 -0.444 -1.518 -0.1 -0.3 0.1 -0.073
H -0.132 -0.117 -2.410 0.0 0.0 0.0 0.089
H -0.799 1.506 2.336 0.0 0.1 0.3 -0.010
H 0.717 -1.672 -0.258 0.0 -0.3 -0.2 0.122
O -1.602 0.067 1.144 -0.1 0.0 -0.3 -0.068
O -2.286 2.709 0.109 0.0 0.3 -0.1 -0.040
O -0.730 2.278 2.923 0.1 -0.1 -0.2 -0.067
H -2.025 0.905 0.879 0.0 -0.3 0.0 0.011
H 1.621 1.070 -1.023 0.1 -0.1 0.0 0.080
C 1.786 -1.537 -2.139 0.5 -0.2 0.3 -0.058
C 1.660 0.244 -0.295 -0.3 1.2 -0.9 -0.044
C 0.978 -0.933 -1.015 0.3 0.6 0.6 -0.475
H 1.054 0.620 0.524 -0.2 -0.3 0.2 0.061
H -1.691 3.011 -0.589 -0.1 -0.1 0.1 0.060
H 2.676 -2.032 -1.742 0.0 0.0 0.0 0.086
```
Forces are in eV/Å.

Properties
structure (SMILES)	CC(C)O.O.O.O.O
electronic energy	-13608.01677	eV
2S+1	1
relative energy (zero: lowest compared OMol25 entry of this formula, charge and spin)	0.493	eV
gap between HOMO and LUMO	10.937	eV

***

DFT (wB97M-V/def2-TZVPD) results for 6 unconnected molecules or ions with the total composition C3H16O6S at a distorted geometry.

```
26
Properties=species:S:1:pos:R:3:forces:R:3:lowdin_charge:R:1
O 0.856 2.632 1.715 -0.9 0.4 -0.2 -0.075
H 1.985 0.519 1.677 0.3 -0.5 0.0 0.080
H -1.202 -0.125 -2.065 0.4 0.7 0.2 -0.023
H 0.086 2.914 -1.744 -0.5 0.7 0.1 -0.052
O 1.160 -2.255 -2.656 -1.3 1.4 1.2 -0.109
C 1.684 -0.453 1.253 -1.5 0.0 -0.7 -0.252
O 0.804 3.208 -2.314 0.6 -1.5 0.4 -0.293
H -2.593 0.410 -1.652 -0.2 0.9 0.4 0.006
H -0.021 2.887 2.032 0.2 0.1 0.6 0.041
H -0.195 -1.679 3.070 -0.4 -0.3 -0.4 0.029
H -0.277 0.466 1.623 0.1 -0.2 0.1 0.029
O 2.096 -0.566 -0.103 0.7 -0.1 -0.8 -0.150
C 0.100 -0.505 1.299 0.8 -0.1 0.3 -0.301
H 1.084 2.095 -2.326 -0.6 1.1 -0.6 -0.010
O -2.115 -0.371 -1.873 0.1 -1.4 -0.7 -0.076
H -0.139 -0.586 0.246 -0.5 -0.1 -0.2 0.071
H -0.520 -2.501 1.494 -0.6 -0.4 0.3 0.036
H 0.544 2.244 0.888 0.7 -0.3 -0.4 0.028
H 1.578 -0.053 -0.768 0.0 0.3 0.4 0.021
C -0.702 -1.601 2.082 1.1 1.9 0.0 -0.753
H 2.223 -1.294 1.695 -0.3 0.1 0.7 0.098
O 0.765 0.759 -2.254 0.0 -0.8 0.2 -0.352
H 1.291 -1.654 -1.880 1.5 -0.7 -0.2 0.011
H 0.259 -1.871 -2.694 -0.1 -0.9 -1.1 0.020
H 0.745 0.380 -3.141 0.3 0.2 0.1 -0.032
S -2.429 -0.951 2.263 0.3 -0.8 0.2 0.009
```
Forces are in eV/Å.

Properties
charge	-2
electronic energy	-26489.67232	eV
2S+1	1
relative energy (zero: lowest compared OMol25 entry of this formula, charge and spin)	1.483	eV
gap between HOMO and LUMO	5.913	eV

***

DFT (wB97M-V/def2-TZVPD) results for 5 unconnected molecules or ions with the total composition C3H17N2O3 at a distorted geometry.

```
25
Properties=species:S:1:pos:R:3:forces:R:3:lowdin_charge:R:1
N -0.533 0.688 1.985 0.8 1.4 0.4 0.184
H 0.104 2.599 2.350 0.3 0.3 -0.1 0.116
C -1.768 -1.733 -1.286 0.4 -0.6 1.3 -0.043
O 1.357 3.471 0.867 0.1 -0.5 -0.3 -0.061
H 0.020 0.458 1.163 -0.2 -0.7 -0.7 0.032
H 0.850 1.572 -1.698 -0.1 -0.2 0.0 0.068
H -2.285 -1.535 -2.219 0.0 0.1 0.0 0.086
H 1.020 -3.402 -2.099 -0.1 0.0 -0.1 0.127
H -1.095 -0.925 -1.013 0.0 0.2 -0.3 0.039
H -1.222 2.503 1.193 0.0 -0.1 -0.1 0.102
H 0.831 0.469 -0.522 -0.1 0.6 -0.9 -0.031
H 1.366 2.757 0.190 -0.1 0.6 0.4 0.022
H -1.505 2.277 2.966 0.0 -0.1 0.1 0.113
O 0.402 1.316 -0.882 0.3 0.0 0.4 -0.090
C -0.952 -3.062 -1.398 -0.1 1.3 -1.2 -0.235
H -2.453 -1.813 -0.440 -0.3 0.0 -0.3 0.081
H -1.408 -3.622 -2.215 0.5 -0.5 0.0 0.125
C -0.848 2.080 2.119 -0.4 -1.0 0.0 -0.071
N 0.415 -2.704 -1.676 -0.7 -1.0 0.5 0.176
H 2.244 3.843 0.917 0.0 -0.1 -0.1 0.057
H 0.829 -2.187 -0.888 0.4 1.1 -0.1 0.053
H -0.093 0.270 2.802 -0.5 -0.2 0.2 0.132
O 1.200 -0.795 0.213 -0.1 -0.5 0.6 -0.171
H -1.012 -3.684 -0.496 -0.1 0.0 0.3 0.145
H 2.109 -0.866 0.543 0.0 0.0 0.0 0.044
```
Forces are in eV/Å.

Properties
charge	+1
electronic energy	-12495.97692	eV
2S+1	1
relative energy (zero: lowest compared OMol25 entry of this formula, charge and spin)	8.884	eV
gap between HOMO and LUMO	3.293	eV

***

DFT (wB97M-V/def2-TZVPD) results for 6 unconnected molecules or ions with the total composition C3H17N2O5 at a distorted geometry.

```
27
Properties=species:S:1:pos:R:3:forces:R:3:lowdin_charge:R:1
O 2.013 0.425 0.898 0.4 0.3 -0.5 -0.376
O 0.770 -0.975 2.457 1.0 -0.4 0.1 -0.230
H 1.517 -0.389 1.919 -1.0 -0.2 -0.4 -0.028
H 0.570 1.596 2.825 0.1 0.1 -0.1 0.039
H 1.704 0.011 -1.368 -0.1 -0.6 0.7 0.027
N 1.793 -0.739 -2.058 1.6 1.4 0.2 -0.015
O -2.786 -1.657 0.565 0.1 0.0 -0.3 -0.044
H 2.182 -0.155 -2.798 -0.4 -0.7 -0.7 0.065
C -0.618 -0.232 -2.383 -0.3 0.8 1.2 -0.268
C -2.116 -1.426 1.539 -0.5 -0.3 0.5 -0.138
H -0.818 2.420 1.451 -0.6 0.7 0.1 -0.021
H -1.015 -1.333 1.548 -0.1 0.2 0.0 0.044
H 0.436 -2.034 -3.074 0.4 0.5 -0.4 0.097
H -0.353 0.631 -2.987 0.2 -0.2 -0.8 0.094
H -1.006 -0.193 -0.309 -0.1 -0.2 -0.3 0.025
H 0.233 -1.878 -1.395 0.2 0.3 -0.3 0.113
H 2.643 0.074 0.260 0.0 0.0 0.4 -0.051
O 0.705 2.263 2.138 0.0 -0.5 -0.4 -0.114
C 0.498 -1.268 -2.289 -1.7 -1.1 0.4 -0.324
H -0.063 1.002 -0.781 0.0 -0.2 -0.3 0.048
N -0.861 0.445 -1.084 -0.1 0.2 0.1 0.006
H -2.636 -1.353 2.525 0.3 0.1 -0.1 0.081
H -1.766 2.721 0.262 -0.1 -0.2 0.0 -0.006
H 1.131 1.712 1.407 0.4 0.2 0.7 0.002
O -1.700 2.830 1.215 0.3 -0.3 -0.1 -0.131
H -1.574 -0.636 -2.747 0.3 -0.1 0.1 0.099
H 1.117 -1.862 2.261 -0.3 0.3 0.3 0.006
```
Forces are in eV/Å.

Properties
charge	-1
electronic energy	-16604.78297	eV
2S+1	1
relative energy (zero: lowest compared OMol25 entry of this formula, charge and spin)	0.000	eV
gap between HOMO and LUMO	8.819	eV

***

DFT (wB97M-V/def2-TZVPD) results for 5 unconnected molecules or ions with the total composition C3H17NO4 at a distorted geometry.

```
25
Properties=species:S:1:pos:R:3:forces:R:3:lowdin_charge:R:1
H 1.389 0.125 1.196 -0.2 0.4 -0.2 0.040
H -1.115 -3.834 -1.153 0.3 -0.4 0.2 0.038
H -2.059 -0.433 -0.677 -0.3 -0.1 0.3 0.078
H 2.083 2.034 -0.495 0.1 -0.1 0.1 0.019
H -1.882 -0.090 2.011 -0.4 -0.6 -1.3 0.086
C -1.032 -0.106 -0.532 0.0 -0.5 -0.3 -0.121
H -0.565 -3.900 0.243 0.1 0.0 0.0 0.013
O 1.854 1.835 -1.410 0.3 0.1 0.2 -0.049
H -1.075 0.963 -0.333 0.3 0.3 0.0 0.064
H 0.673 2.174 2.140 -0.4 0.4 0.0 0.054
O 1.070 2.247 1.273 0.6 0.1 -0.4 -0.062
O -0.275 2.255 -3.118 -0.3 0.2 0.0 -0.075
H -0.440 -0.484 2.593 0.2 -0.8 -0.4 0.074
C -1.114 -0.860 1.787 0.4 0.5 1.3 -0.131
H -0.591 -0.301 -1.512 0.4 0.3 0.2 0.080
C 1.037 -0.806 0.769 -0.9 -1.0 -0.4 -0.102
O -0.657 -4.444 -0.548 -0.4 0.5 -0.3 -0.070
H 1.997 0.884 -1.468 -0.1 0.0 -0.2 0.044
H 1.535 -1.002 -0.188 0.3 -0.2 0.4 0.080
H 0.284 2.551 -2.385 0.1 -0.3 -0.1 -0.008
H -1.434 -1.880 2.028 -0.4 0.4 0.4 0.078
H 0.624 2.889 0.708 -0.4 0.0 0.6 0.056
H 1.241 -1.575 1.549 0.2 0.2 -0.9 0.091
N -0.422 -0.920 0.502 0.3 0.7 0.8 -0.305
H -1.129 2.677 -2.981 0.0 0.0 -0.1 0.029
```
Forces are in eV/Å.

Properties
structure (SMILES)	CN(C)C.O.O.O.O
electronic energy	-13065.67224	eV
2S+1	1
relative energy (zero: lowest compared OMol25 entry of this formula, charge and spin)	1.428	eV
gap between HOMO and LUMO	8.831	eV

***

DFT (wB97M-V/def2-TZVPD) results for 5 unconnected molecules or ions with the total composition C3H17NO4 at a distorted geometry.

```
25
Properties=species:S:1:pos:R:3:forces:R:3:lowdin_charge:R:1
H -0.667 -2.614 -1.727 0.2 0.0 -0.2 0.048
H 1.410 0.073 -0.757 0.0 0.0 0.0 0.072
H 1.818 -2.281 1.380 -0.5 -0.3 -0.2 0.027
H -2.054 -1.066 -0.909 0.2 -0.2 -0.1 -0.003
H 0.778 2.850 -1.409 0.3 0.0 -0.1 0.070
C 0.850 1.792 -1.674 -0.1 0.1 0.7 -0.148
C 0.336 1.143 0.605 0.9 0.5 -0.7 -0.285
H 1.022 2.240 2.329 -0.3 0.2 0.2 0.067
H 0.739 -1.881 2.472 -0.6 -0.5 -0.4 0.009
O -2.812 -1.080 -0.309 0.1 0.7 -0.3 -0.059
H 0.532 0.279 1.236 -0.3 0.0 0.2 0.083
H -3.031 -0.134 -0.297 -0.2 -0.4 0.3 0.051
H -0.178 1.519 -1.964 0.1 -0.2 -0.2 0.067
H -1.899 -2.733 1.010 0.4 -0.2 0.3 0.039
C 0.522 2.457 1.385 0.2 -0.3 0.0 -0.088
O 1.654 -1.846 2.212 1.1 0.8 0.6 -0.048
H -0.681 1.129 0.190 -0.1 -0.3 0.1 0.084
O -0.948 -2.928 1.112 -0.7 0.2 -0.3 -0.059
O -0.209 -1.784 -1.918 -0.3 0.0 0.0 -0.052
H -0.592 -2.264 0.515 0.4 0.2 0.0 -0.009
H -0.204 -1.697 -2.883 0.0 -0.1 0.3 0.063
H 1.186 3.152 0.871 -0.1 -0.1 -0.2 0.064
H -0.433 2.959 1.531 0.0 0.0 0.3 0.064
N 1.315 1.050 -0.503 -0.5 0.0 0.0 -0.132
H 1.548 1.663 -2.497 -0.1 0.1 -0.1 0.074
```
Forces are in eV/Å.

Properties
structure (SMILES)	CCNC.O.O.O.O
electronic energy	-13066.50632	eV
2S+1	1
relative energy (zero: lowest compared OMol25 entry of this formula, charge and spin)	0.594	eV
gap between HOMO and LUMO	8.912	eV

***

DFT (wB97M-V/def2-TZVPD) results for 6 unconnected molecules or ions with the total composition C3H17NO6S2 at a distorted geometry.

```
29
Properties=species:S:1:pos:R:3:forces:R:3:lowdin_charge:R:1
H -1.266 3.294 -1.175 0.0 0.1 0.2 0.054
O 1.632 2.380 -0.219 -0.1 0.3 0.0 0.021
H -0.120 2.902 -0.242 -0.4 0.0 0.1 0.018
H 0.714 -2.887 1.968 -0.2 0.0 0.0 0.041
O -1.707 -1.996 1.626 -0.6 0.2 -0.1 -0.085
C 1.939 1.201 -0.332 -0.8 0.5 0.2 -0.536
H 3.193 0.497 -1.800 0.0 0.1 -0.3 0.131
H 1.999 -1.427 -2.655 0.1 0.4 -0.2 0.078
H 2.044 0.645 1.690 -0.1 0.7 0.0 0.125
O 1.144 -2.164 1.504 0.4 0.2 -0.1 -0.078
H -2.339 0.857 1.604 -0.1 -0.4 -0.1 -0.007
H -1.943 1.300 -0.457 -0.1 -0.2 0.6 0.002
O -2.063 0.684 2.517 -0.1 0.8 -0.1 -0.068
H -2.058 -1.380 0.964 0.2 -0.1 -0.2 0.010
H -0.856 -2.682 -0.418 0.0 0.3 -0.1 -0.206
H -2.305 -1.799 2.361 0.3 -0.1 0.2 0.050
H 0.514 -1.433 1.554 -0.2 -0.3 0.1 0.017
H -2.108 1.586 2.863 0.1 -0.2 0.3 0.047
H -3.078 0.703 -1.183 -0.4 -0.4 0.2 0.051
N 2.149 0.406 0.724 0.6 -1.2 -0.1 0.194
S -0.257 -0.738 -2.150 0.0 0.6 0.2 0.436
H 2.489 -0.534 0.585 -0.2 0.0 0.0 0.087
O -1.099 3.022 -0.263 0.5 -0.2 -0.4 -0.069
C 2.106 0.566 -1.691 0.6 -0.6 -0.2 -0.177
C 1.541 -0.832 -1.864 -0.3 -0.9 0.3 -0.535
S -0.980 -2.591 -1.761 0.1 -0.6 -0.1 0.353
H 1.725 1.218 -2.470 0.0 0.3 0.1 0.114
O -2.658 0.635 -0.318 0.5 0.6 -0.6 -0.106
H 1.648 -1.431 -0.962 0.1 0.0 0.1 0.038
```
Forces are in eV/Å.

Properties
structure (SMILES)	NC(=O)CCSS.O.O.O.O.O
electronic energy	-38833.80130	eV
2S+1	1
relative energy (zero: lowest compared OMol25 entry of this formula, charge and spin)	0.000	eV
gap between HOMO and LUMO	9.273	eV

***

DFT (wB97M-V/def2-TZVPD) results for 4 unconnected molecules or ions with the total composition C3H18N2O3 at a distorted geometry.

```
26
Properties=species:S:1:pos:R:3:forces:R:3:lowdin_charge:R:1
H 0.717 -0.037 -1.785 0.1 0.1 0.2 0.131
H -0.941 -1.275 1.173 0.7 0.1 -0.2 0.121
H 2.850 0.762 0.885 -0.1 -0.1 0.0 0.069
H -0.436 0.808 -0.137 -0.1 0.2 -0.5 0.121
H 0.693 0.347 3.037 -0.1 0.0 0.1 0.070
C 0.832 -2.013 -1.085 -1.5 -0.6 -0.7 -0.095
H 1.397 -2.052 -0.162 0.2 0.1 -0.1 0.139
H -2.079 3.103 0.137 0.1 0.1 -0.4 0.069
H 0.957 -2.895 -1.707 0.7 -0.2 0.3 0.141
N 1.294 -0.859 -1.966 -0.7 0.5 1.4 0.195
O -1.169 2.984 0.451 -0.9 0.3 0.3 -0.044
H -1.203 -2.889 -0.756 0.7 -0.4 0.0 0.141
H 2.209 -0.561 -1.608 0.4 0.0 -0.9 0.150
H -2.082 0.863 -0.526 0.0 -0.2 -0.2 0.169
H 2.787 1.781 -0.227 -0.1 0.0 0.0 0.079
O -0.190 0.371 2.653 -0.4 0.3 -0.2 -0.037
O 2.354 0.970 0.082 0.1 0.0 -0.2 -0.045
C -0.695 -1.939 -0.918 -0.5 1.0 -0.3 -0.140
H -1.051 -1.672 -1.920 -0.4 0.2 0.1 0.130
C -1.329 -1.074 0.175 -0.8 -0.3 0.6 -0.127
H 1.132 -1.018 -2.961 0.9 -0.4 -0.1 0.185
H -1.401 0.816 1.002 -0.5 0.0 0.0 0.114
H -2.360 -1.374 0.344 -0.3 0.0 -0.6 0.143
H -0.703 0.981 3.204 0.3 -0.2 0.2 0.079
N -1.368 0.426 0.050 1.5 -0.4 1.0 0.162
H -1.191 3.652 1.150 0.6 0.0 0.1 0.080
```
Forces are in eV/Å.

Properties
charge	+2
electronic energy	-12509.80634	eV
2S+1	1
relative energy (zero: lowest compared OMol25 entry of this formula, charge and spin)	1.076	eV
gap between HOMO and LUMO	12.113	eV

***

Q: Which value of 2S+1 does entry 3 give?
A: 1